[1]
{"formula": "C53H48AsGeN3O5PW", "method": "the ωB97M-V functional and the def2-TZVPD basis", "symbols": ["W", "As", "Ge", "P", "O", "O", "O", "O", "O", "N", "N", "N", "C", "C", "C", "C", "C", "C", "C", "C", "C", "C", "C", "C", "C", "C", "C", "C", "C", "C", "C", "C", "C", "C", "C", "C", "C", "C", "C", "C", "C", "C", "C", "C", "C", "C", "C", "C", "C", "C", "C", "C", "C", "C", "C", "C", "C", "C", "C", "C", "C", "C", "C", "C", "C", "H", "H", "H", "H", "H", "H", "H", "H", "H", "H", "H", "H", "H", "H", "H", "H", "H", "H", "H", "H", "H", "H", "H", "H", "H", "H", "H", "H", "H", "H", "H", "H", "H", "H", "H", "H", "H", "H", "H", "H", "H", "H", "H", "H", "H", "H", "H", "H"], "xyz": [[1.0355, 1.3217, 0.3857], [-0.8308, -5.3563, 0.3832], [-0.1029, 2.2777, -1.9806], [1.2925, -1.1800, -0.1435], [-2.2392, -0.9665, 5.0942], [2.9248, 0.5738, 3.4611], [-2.6217, 1.9159, 0.6151], [1.4369, 2.0387, 4.3621], [-2.3584, -0.2038, -0.3016], [-0.1338, 0.5781, 1.9212], [1.0298, 3.1762, 1.2367], [2.9281, 1.2931, 0.0560], [-1.5956, -0.6949, 3.9311], [-1.1126, -4.9260, 2.2752], [0.4574, -3.9157, -0.2834], [3.8947, -2.3167, 2.6756], [-2.4591, -5.0616, -0.7024], [1.0179, 5.8140, 2.3664], [-0.0425, 4.1672, -2.5956], [2.8073, -1.9114, 1.9345], [-4.5784, 1.2441, -3.4163], [-4.0423, -3.7344, -2.0221], [5.0701, -2.6267, 2.0386], [5.2671, 2.2789, -0.5599], [1.8069, 1.0915, 3.6617], [-2.2888, 0.7020, 0.5406], [1.4431, -1.4081, -1.9348], [-1.9131, 1.9224, -2.7500], [-0.4410, -4.2992, 4.5394], [0.4376, 5.1879, -1.7605], [2.1941, 5.0863, 2.0758], [-0.1568, 5.0373, 2.2432], [2.1976, 3.8398, 1.6277], [0.4599, 6.4973, -2.2128], [-2.4465, -4.5754, 2.6177], [-0.2894, 4.3937, -3.9078], [-1.4681, 0.2956, 1.8077], [2.7497, -1.7314, -4.0147], [-1.7254, -3.9309, 4.8838], [2.8582, -1.8828, 0.5572], [-2.1713, 0.7767, -3.4774], [3.9910, -2.3362, -0.1744], [-0.2183, -0.3576, 4.0399], [-2.9184, 2.9441, -2.7667], [1.6186, -2.1874, -4.6334], [-2.7704, -4.1186, 3.8595], [-4.1512, -6.1062, -2.0738], [-3.5147, 0.4404, -3.8509], [-2.1990, -0.3721, 2.7302], [5.1355, -2.6760, 0.6143], [-3.0659, -6.2102, -1.2229], [-4.6138, -4.8719, -2.5092], [0.1478, -2.5563, 0.2993], [0.2896, -1.7383, -2.6393], [4.1045, 1.5601, -0.0314], [-0.0736, 5.7071, -4.4603], [-0.1499, -4.8296, 3.2633], [-0.2046, 3.7740, 1.6140], [2.6543, -1.1450, -2.7176], [0.3594, -2.1336, -3.9884], [-4.2686, 2.5120, -2.9370], [0.9388, 7.1918, 3.0329], [-2.9987, -3.8061, -0.9986], [0.4284, 0.4121, 3.1230], [0.3027, 6.7568, -3.5820], [1.4076, -4.3668, -0.0682], [-1.0903, 3.1920, 1.5138], [-0.3554, 5.9257, -5.4725], [0.7830, 1.3640, -2.9813], [-1.1456, 5.3755, 2.5720], [3.8896, -2.4991, -1.2816], [5.7789, 2.7397, 0.3103], [3.1427, 3.3427, 1.5062], [3.4034, -0.4852, -2.3537], [-3.0866, -1.4218, 4.9873], [0.3673, -4.2293, 5.2955], [-5.0473, 3.2323, -2.7313], [0.1987, -4.0571, -1.3723], [-4.4388, -2.7328, -2.2996], [-0.5106, -2.3685, -4.5728], [3.6707, -1.8501, -4.5616], [3.1322, 5.6116, 1.9978], [-0.6098, 3.5896, -4.6074], [5.9169, -2.9544, 2.6345], [-1.9013, -3.5906, 5.8715], [-5.3834, -4.8854, -3.2929], [-5.5698, 0.8000, -3.5061], [0.9150, -5.0669, 3.0398], [-3.2693, -4.5899, 1.9154], [0.8186, 4.9637, -0.7718], [-3.6968, -0.4588, -4.4335], [0.2171, -0.7106, 4.9474], [-0.7976, -2.1428, -0.1135], [-0.6891, -1.8079, -2.1610], [-2.7939, 3.9649, -2.6079], [0.5302, 7.1354, 4.0618], [5.9937, 1.4984, -0.8426], [0.3025, 7.7948, -3.9807], [1.8888, -1.6766, 2.4651], [0.2424, 7.8366, 2.5298], [0.1085, -2.5932, 1.4315], [3.8076, -2.3761, 3.7258], [4.9748, 3.0968, -1.3484], [-3.3444, -0.2907, 2.6839], [6.0355, -2.9006, 0.1213], [1.7082, -2.4275, -5.6716], [-2.6733, -2.8891, -0.4187], [-2.7378, -7.2005, -0.9569], [0.8260, 7.2893, -1.5464], [-4.6840, -6.9620, -2.3752], [1.8485, 7.7724, 3.2030], [-3.8022, -3.6656, 3.9879], [-1.3960, 0.0332, -3.6903]], "atomic_forces_ev_per_a": [[-4.209, -0.180, -0.135], [-0.493, 1.940, 0.658], [-1.097, -0.108, -2.507], [1.826, -2.093, -0.545], [0.928, -0.585, -1.120], [-1.380, 0.458, -0.832], [0.314, -1.263, -0.633], [0.085, 0.049, -0.780], [-0.181, 0.319, -0.120], [-0.511, 1.118, -0.786], [-0.456, 0.610, 1.605], [7.118, 0.985, 0.100], [0.669, 1.279, 1.215], [-1.256, -0.065, -0.293], [-1.247, -1.523, -1.088], [0.057, -0.021, -0.593], [-0.195, -0.232, 0.277], [-0.683, -0.466, 1.346], [1.862, -0.261, 2.514], [-0.231, -0.142, 0.299], [1.046, -0.964, -0.404], [1.201, 1.791, 2.054], [0.441, -0.622, -1.373], [0.509, 0.107, 0.598], [0.232, -0.194, 0.528], [1.480, 1.215, 0.434], [1.355, 1.705, -1.698], [0.026, 1.233, -0.191], [0.553, -0.434, 0.077], [-0.434, 0.118, -0.321], [0.182, 2.886, -0.189], [-1.238, -1.123, -0.971], [-1.316, -1.730, -1.293], [1.344, 0.259, -0.361], [-0.077, -0.213, -0.413], [-0.083, 1.023, -2.896], [-0.683, -0.423, -2.118], [0.152, 0.990, 1.840], [-1.160, -1.224, -2.706], [-0.194, 0.385, -1.065], [-1.546, -1.446, -0.028], [0.072, -0.108, 0.996], [-1.404, -1.056, 0.866], [-1.670, -3.395, 0.430], [-1.687, 0.231, 0.542], [0.481, 2.035, 2.192], [0.392, 0.659, 0.530], [1.096, 0.673, 0.541], [-2.609, 0.481, 0.975], [-2.262, 0.987, 0.429], [-0.176, -0.123, -0.101], [-0.072, -0.750, -0.856], [-1.195, 0.991, 0.850], [-0.422, -1.331, -1.013], [-5.401, 0.235, -1.319], [-0.295, -0.379, 2.353], [1.660, 0.303, -0.017], [3.403, 1.644, 1.042], [-2.101, -1.739, -0.348], [1.378, 0.541, 0.108], [1.230, 0.672, -0.215], [0.239, -0.443, 0.479], [-0.525, 0.818, -0.669], [2.167, -1.074, 1.325], [-1.340, -0.217, -0.848], [0.757, 0.315, 0.031], [-0.814, -0.356, -0.410], [0.223, -0.085, -0.354], [0.015, 0.340, 1.000], [0.529, 0.279, -0.060], [0.633, 0.347, 1.387], [-0.319, 0.132, -0.355], [-0.058, -0.281, -0.191], [0.878, -0.148, 0.505], [-0.071, 0.299, -0.265], [-0.570, -0.037, -0.687], [-0.089, 0.033, -0.088], [0.671, 0.606, 0.988], [0.445, -0.828, 0.284], [-0.382, -0.113, 0.123], [0.342, 0.661, 0.104], [0.308, 0.050, 0.837], [0.140, 0.651, 0.704], [0.053, 0.201, -0.230], [-0.486, 0.370, 0.644], [0.220, 0.383, 0.570], [0.018, 0.709, -0.001], [-0.910, -0.003, 0.201], [0.210, -0.244, -0.350], [-0.307, 0.029, 0.164], [0.021, 0.057, 0.214], [0.654, 0.503, 0.603], [0.076, -0.538, 0.701], [0.234, 0.144, 0.048], [0.654, 1.424, 0.831], [-0.038, -0.612, -0.471], [-0.174, 0.476, -0.635], [0.295, -0.892, 0.427], [0.120, 0.227, -0.058], [-0.410, 0.182, -0.539], [-0.148, 0.182, -1.247], [0.061, 0.051, 1.000], [0.405, -1.863, 1.377], [1.846, -0.532, -0.306], [1.011, -0.609, -0.451], [-0.209, -0.568, -0.385], [-0.465, -0.996, -1.155], [0.231, -0.165, 0.106], [-0.374, -0.266, -0.302], [-0.261, -1.092, -0.416], [0.300, -0.562, -0.610], [1.264, -1.047, 0.180], [-0.201, 0.370, 0.177]], "homo_energy_ev": [-14.70, -14.72], "charge": 3, "lumo_ev": [-10.92, -10.57], "spin_multiplicity": 3, "e_above_lowest_kcal_mol": 37.9}

=====

[2]
{"formula": "C53H48AsN8O3S3Zn", "method": "the ωB97M-V functional and the def2-TZVPD basis", "symbols": ["As", "Zn", "S", "S", "S", "O", "O", "O", "N", "N", "N", "N", "N", "N", "N", "N", "C", "C", "C", "C", "C", "C", "C", "C", "C", "C", "C", "C", "C", "C", "C", "C", "C", "C", "C", "C", "C", "C", "C", "C", "C", "C", "C", "C", "C", "C", "C", "C", "C", "C", "C", "C", "C", "C", "C", "C", "C", "C", "C", "C", "C", "C", "C", "C", "C", "C", "C", "C", "C", "H", "H", "H", "H", "H", "H", "H", "H", "H", "H", "H", "H", "H", "H", "H", "H", "H", "H", "H", "H", "H", "H", "H", "H", "H", "H", "H", "H", "H", "H", "H", "H", "H", "H", "H", "H", "H", "H", "H", "H", "H", "H", "H", "H", "H", "H", "H", "H"], "xyz": [[1.0567, -2.3507, 1.3214], [-0.5283, 0.5045, -0.8901], [2.0675, 1.4530, -4.3437], [-0.7881, 5.0181, -2.1030], [-1.3833, 2.7556, -4.5544], [-2.5036, 1.9718, -4.0741], [-3.4005, 3.0631, 3.7578], [-1.6079, 4.1337, -4.8461], [-0.1631, 2.6851, -3.3182], [-0.8657, 0.4096, 1.1402], [-1.2186, 3.6174, 4.0846], [-2.6398, 0.3178, -1.5206], [0.9807, 0.9862, -1.9661], [1.1422, -0.0813, -9.0236], [-0.9661, 2.7087, -1.0176], [-0.5961, -1.4044, -2.0748], [-2.1342, -0.9823, 4.0293], [-1.5479, 4.3980, 5.2887], [4.3895, 0.8820, -0.5285], [-0.6899, 1.2934, 2.0460], [1.6008, -5.1565, 0.9114], [3.8890, -2.4342, 2.2972], [1.2656, 3.2013, 4.1589], [-1.5261, -1.4825, 2.6872], [0.5707, 1.3590, -3.2621], [1.5542, -6.5219, 1.1462], [2.1477, -1.6526, 3.7823], [4.4393, -1.6536, 4.5061], [2.5568, -2.1585, 2.5449], [0.0754, 3.8602, 3.4613], [-1.4218, 4.9111, -0.5163], [-1.4344, 3.6228, -0.1075], [-2.0223, -0.4101, 1.5847], [-0.0293, -1.6747, 2.7818], [4.8337, -2.1800, 3.2844], [-2.2166, 2.8371, 3.5757], [5.1328, 1.0695, -1.6829], [-0.4343, -0.0579, -7.2115], [-2.9169, 0.5991, 2.3261], [0.8631, 1.9218, -7.7383], [0.0573, -1.1291, 5.1696], [2.3421, 1.0402, -1.7840], [-1.8444, 1.5102, 2.9367], [-1.0247, 0.6129, -6.1659], [4.4891, 1.2662, -2.9026], [-0.8208, -3.4596, -3.9450], [0.8194, -4.2805, 1.6606], [0.5323, 0.5815, -8.0087], [-3.2688, -3.0377, -4.0378], [0.2746, 2.5934, -6.6947], [-0.0871, -6.1640, 2.8611], [-0.0305, -4.7958, 2.6328], [-1.8004, -1.6848, -2.6332], [-1.2608, -1.0131, 5.2477], [-0.6636, 1.9317, -5.9074], [-2.6262, 0.4131, 3.7470], [-4.1451, -1.1671, -2.7982], [3.1110, 1.2539, -2.9376], [0.6947, -1.4358, 3.8946], [0.3937, -3.1112, -3.4246], [-2.9053, -0.8641, -2.3034], [-1.2933, 3.5851, 6.5592], [-4.3312, -2.2699, -3.6534], [-0.6098, 3.2983, -2.1411], [-1.9753, -2.7508, -3.5488], [0.7085, -7.0269, 2.1232], [2.9997, 0.8662, -0.5688], [3.0990, -1.3965, 4.7629], [0.4540, -2.0839, -2.4686], [6.2140, 1.0662, -1.6451], [0.6750, -8.0910, 2.3176], [1.5959, 2.4213, -8.3595], [5.0523, 1.4218, -3.8139], [-1.7662, -0.8928, 6.1987], [-2.5979, 4.6709, 5.2350], [2.1489, 3.2796, 3.5228], [5.1776, -1.4471, 5.2696], [-3.8390, 0.9935, 1.9200], [-3.4183, 0.4940, -0.8933], [-1.7635, 5.7832, 0.0162], [-1.9579, -2.4503, 2.4134], [1.0743, 2.1467, 4.3691], [4.8916, 0.7464, 0.4207], [1.3019, -3.6115, -3.7291], [1.4018, -1.8093, -2.0223], [-0.7466, -6.5510, 3.6273], [4.1879, -2.8391, 1.3376], [-0.9154, -4.2597, -4.6692], [1.7841, 0.3962, -9.6279], [-0.9535, 5.3118, 5.2877], [-0.6375, -4.1351, 3.2381], [1.4885, 3.7045, 5.0986], [0.8943, -1.0265, -9.2452], [0.5209, 3.6247, -6.4786], [-0.7182, -1.0800, -7.4297], [-1.6889, 4.1091, 7.4298], [2.8069, -0.9967, 5.7262], [-2.4922, -0.9034, 0.7393], [0.6703, -1.1180, 6.0618], [-3.2745, 0.8484, 4.4935], [0.2230, 4.9426, 3.4561], [-1.7943, 2.6181, 6.4849], [-5.3237, -2.4841, -4.0264], [0.0251, 3.5596, 2.4155], [-0.0977, 0.6191, -3.7225], [-3.0448, -1.5475, 4.2498], [0.1958, 1.9142, 2.0239], [-2.6664, 1.0971, -2.1909], [2.1797, -7.1958, 0.5752], [2.2663, -4.7649, 0.1477], [2.4143, 0.7381, 0.3352], [-4.9901, -0.5360, -2.5492], [-1.7815, 0.1374, -5.5533], [-0.2304, 3.4063, 6.7155], [-3.3970, -3.8642, -4.7257], [-1.7941, 3.2762, 0.8505], [5.8800, -2.3833, 3.0955]], "atomic_forces_ev_per_a": [[0.140, -0.230, 0.101], [-0.149, -0.234, 0.452], [0.030, -0.160, 0.226], [-0.021, -0.258, 0.143], [0.015, -0.236, 0.381], [0.160, -0.168, 0.105], [0.084, -0.122, 0.143], [0.189, 0.194, -0.020], [-0.707, 0.162, -0.277], [0.049, -0.577, 0.064], [-0.172, 0.242, 0.235], [-0.101, 0.152, -0.468], [0.380, 0.261, -0.381], [0.017, 0.022, 0.009], [-0.166, 0.090, -0.454], [-0.097, 0.080, -0.010], [0.167, 0.006, -0.076], [-0.054, -0.160, -0.005], [-0.020, -0.026, 0.035], [0.322, -0.114, -0.274], [0.014, 0.131, -0.085], [-0.097, 0.038, -0.097], [-0.109, 0.046, -0.145], [0.142, 0.177, -0.039], [0.495, -0.256, -0.318], [-0.006, -0.045, 0.020], [0.063, -0.037, -0.100], [-0.033, -0.014, 0.029], [0.044, 0.092, -0.087], [0.137, -0.139, 0.119], [0.101, 0.123, -0.129], [0.097, -0.081, 0.038], [0.084, -0.100, 0.281], [-0.229, 0.240, -0.181], [0.062, -0.019, -0.024], [0.141, 0.077, -0.243], [0.153, -0.006, -0.044], [0.010, 0.005, -0.015], [0.052, 0.134, -0.038], [0.038, 0.015, -0.083], [0.034, -0.060, 0.230], [0.102, 0.004, 0.153], [-0.355, -0.089, 0.322], [0.014, -0.048, -0.069], [-0.118, 0.030, -0.005], [0.106, 0.027, 0.065], [-0.063, 0.100, -0.065], [-0.050, 0.070, 0.105], [-0.056, 0.061, -0.044], [-0.117, -0.009, -0.061], [0.003, 0.015, -0.011], [0.008, 0.050, 0.021], [-0.091, -0.240, -0.131], [-0.101, 0.067, -0.055], [-0.100, 0.156, 0.413], [-0.066, -0.331, 0.105], [0.134, 0.114, 0.142], [-0.163, 0.008, -0.021], [-0.092, -0.053, -0.337], [-0.121, -0.151, -0.136], [-0.243, -0.206, -0.076], [-0.050, 0.096, -0.148], [-0.022, -0.132, -0.073], [0.021, 0.334, 0.069], [-0.008, 0.167, 0.160], [-0.016, -0.047, 0.047], [-0.099, 0.049, -0.052], [-0.056, 0.003, 0.058], [0.118, 0.129, 0.145], [-0.016, 0.019, 0.028], [-0.004, 0.002, -0.030], [-0.002, 0.007, 0.008], [0.053, 0.006, 0.035], [0.074, 0.080, 0.033], [-0.016, 0.096, -0.042], [0.039, -0.013, 0.040], [0.008, -0.007, -0.010], [-0.043, 0.032, 0.088], [0.105, 0.019, 0.165], [-0.008, -0.025, 0.009], [-0.114, 0.103, -0.050], [-0.002, -0.012, -0.022], [0.016, -0.015, 0.011], [0.006, -0.005, 0.043], [0.025, 0.057, 0.049], [0.005, -0.015, -0.009], [0.087, 0.035, 0.013], [0.021, -0.017, 0.018], [0.010, -0.043, -0.029], [-0.001, 0.003, -0.067], [0.016, 0.014, 0.035], [-0.007, -0.061, 0.045], [-0.008, -0.004, -0.042], [0.055, -0.022, -0.036], [0.014, -0.002, -0.001], [0.027, -0.007, -0.003], [0.017, 0.005, -0.009], [0.006, -0.053, 0.013], [-0.054, 0.049, 0.020], [-0.001, 0.163, -0.047], [-0.011, -0.002, -0.094], [-0.029, 0.014, 0.048], [0.014, -0.009, 0.001], [-0.006, 0.367, 0.149], [-0.035, 0.091, 0.154], [-0.012, -0.028, -0.021], [-0.067, -0.220, -0.077], [0.078, 0.063, 0.072], [0.005, 0.033, -0.023], [-0.013, -0.040, -0.001], [0.021, -0.093, 0.066], [0.009, 0.022, -0.023], [0.042, -0.019, -0.024], [0.015, -0.023, 0.013], [-0.025, 0.007, 0.008], [-0.063, 0.041, -0.050], [-0.016, -0.012, 0.011]], "homo_energy_ev": -8.96, "charge": 1, "lumo_ev": -2.62, "spin_multiplicity": 1, "e_above_lowest_kcal_mol": 107.1}